(1)
ORCA calculation (wB97M-V/def2-TZVPD) on a 2-piece molecular cluster, C3H10S overall at a distorted geometry.

Values from the calculation:
* E: -14108.17747 eV
* spin multiplicity: 1
* SMILES string: CCC.S
* lowest unoccupied orbital energy: 0.9 eV
* max |F|: 1.606 eV Å⁻¹
* ΔE to the lowest compared entry with this formula, charge and spin: 0.159 eV
* HOMO: -9.841 eV

Positions of all 14 atoms, in Å:
S (-1.908, -0.833, -1.910)
H (-0.664, -1.232, -2.102)
H (-2.151, -0.569, -3.200)
C (1.523, -0.049, 0.129)
C (0.237, -0.340, 0.942)
C (-0.595, 0.936, 1.004)
H (1.278, 0.241, -0.895)
H (2.227, -0.878, 0.173)
H (2.068, 0.805, 0.529)
H (0.558, -0.683, 1.927)
H (-0.265, -1.102, 0.347)
H (-1.531, 0.796, 1.545)
H (0.028, 1.662, 1.529)
H (-0.805, 1.246, -0.019)

(2)
ORCA calculation (wB97M-V/def2-TZVPD) on a 3-piece molecular cluster, C4H14NO3 overall at a distorted geometry.

Values from the calculation:
* E: -12006.96585 eV
* spin multiplicity: 1
* lowest unoccupied orbital energy: 3.5 eV
* max |F|: 3.375 eV Å⁻¹
* total charge: -1
* ΔE to the lowest compared entry with this formula, charge and spin: 1.930 eV
* HOMO: -3.618 eV

Positions of all 22 atoms, in Å:
C (0.923, 0.083, -1.541)
N (0.421, -1.135, -0.884)
C (1.595, -0.416, 1.183)
C (0.236, -1.017, 0.614)
C (-1.059, -0.180, 1.008)
O (-2.193, -0.860, 0.513)
H (1.847, 0.374, -1.088)
H (0.250, 0.907, -1.453)
H (0.988, -0.360, -2.594)
H (-0.540, -1.444, -1.209)
H (1.545, -0.440, 2.231)
H (2.480, -0.882, 0.819)
H (1.819, 0.693, 0.999)
H (0.139, -2.074, 0.971)
H (-0.934, -0.218, 2.150)
H (-0.895, 0.897, 0.809)
H (0.078, 2.549, 0.431)
H (0.041, 3.535, 1.540)
O (0.147, 3.470, 0.574)
H (-1.978, -0.715, -2.228)
H (-2.515, -1.258, -0.894)
O (-2.394, -1.509, -1.951)